55
Properties=species:S:1:pos:R:3:forces:R:3:mulliken_charge:R:1 method="wB97M-V/def2-TZVPD" de_lowest_kj_mol=0.0 total_charge=-2 homo_energy_ev="1.1 / -3.0" spin_multiplicity=2
O -2.61051 -2.48850 1.13309 2.542 3.069 -0.311 -0.88
C -1.74631 -1.64666 0.85738 -0.582 -0.899 -1.079 0.29
O -1.51796 -1.02094 -0.35187 -1.421 -2.407 2.784 -0.79
B -0.43192 -0.08158 -0.19113 2.078 1.382 -1.618 2.14
O 0.14454 -0.25065 1.19196 -1.938 -1.847 0.484 -0.17
C -0.60874 -1.16403 1.81566 1.061 1.195 0.745 0.92
O -0.44996 -1.50470 2.97971 -0.752 -0.156 -1.291 -0.69
O -0.91303 1.28908 -0.37568 -2.698 -2.429 2.794 -0.84
C -0.06837 1.88172 -1.15729 4.021 -0.568 -3.468 -0.01
O -0.12528 3.06686 -1.45411 -0.255 2.373 0.014 -0.80
C 0.89013 0.89055 -1.71908 -2.978 4.060 1.925 1.08
O 0.63484 -0.26669 -1.23031 -1.923 -3.981 2.649 -0.88
O 1.84297 1.09923 -2.43554 3.222 0.889 -2.913 -1.19
O -3.80060 -4.34194 -0.09330 -0.843 -1.155 -0.513 -0.69
H -3.44843 -3.61599 0.42168 0.228 0.329 0.126 0.53
H -4.04193 -3.94694 -0.93114 0.050 0.063 -0.154 0.27
O -0.47179 -4.90776 2.98893 -0.040 -0.292 -0.121 -0.59
H -0.05104 -4.09288 3.26310 0.015 0.481 -0.023 0.31
H -0.49563 -5.44401 3.78146 -0.019 -0.110 0.159 0.27
O 2.51731 2.85969 1.08556 0.097 0.164 0.629 -0.70
H 1.68698 3.29606 0.89485 -0.404 -0.004 -0.322 0.27
H 3.11173 3.16478 0.40012 0.091 -0.008 -0.530 0.30
O 2.88292 3.84793 -2.21041 0.942 0.849 0.146 -0.68
H 2.14545 4.44603 -2.33140 -0.391 -0.111 0.088 0.32
H 2.51285 2.97764 -2.35835 -0.663 -1.061 -0.043 0.30
O -3.09509 2.19891 -2.87292 -0.213 0.202 -0.713 -0.66
H -3.20538 1.53451 -2.19274 -0.152 -0.358 0.574 0.37
H -3.03082 1.70017 -3.68739 0.227 -0.046 -0.189 0.28
O -2.10285 -0.45792 5.65896 -0.084 0.068 0.437 -0.64
H -2.70433 0.20128 5.31269 -0.075 0.159 -0.125 0.31
H -2.07927 -1.13832 4.98611 0.238 -0.240 -0.384 0.32
O 0.70585 0.25088 -4.88973 -0.554 -0.304 -0.988 -0.64
H 1.31058 -0.11055 -5.53774 0.082 -0.086 -0.102 0.26
H 1.26494 0.50632 -4.15597 0.426 0.436 1.182 0.39
O 2.75428 -2.44087 1.40034 0.188 -1.203 -0.146 -0.67
H 2.94595 -1.50567 1.47036 -0.244 0.736 0.084 0.44
H 2.20551 -2.63100 2.16121 -0.123 0.056 0.156 0.29
O 1.66288 0.09124 3.86871 0.263 0.387 0.759 -0.75
H 2.01151 0.17029 2.98077 0.129 -0.282 -0.150 0.63
H 0.71621 0.01558 3.74899 -0.184 -0.277 -0.032 0.34
O -0.55537 -3.80624 -1.56336 0.027 -0.553 -0.093 -0.70
H -0.55330 -3.40229 -2.43114 0.088 0.285 -0.110 0.29
H -0.87019 -3.11696 -0.97854 -0.038 0.224 0.011 0.32
O 4.52998 0.43030 -0.96995 0.501 0.034 0.337 -0.61
H 4.57037 0.67653 -1.89405 -0.556 0.204 -0.254 0.27
H 5.01184 -0.39527 -0.92028 0.072 -0.305 0.041 0.26
O -3.83573 0.54217 -0.69224 -0.611 -0.166 -0.159 -0.68
H -2.94589 0.69582 -0.37475 0.813 0.093 0.131 0.44
H -4.37800 1.15080 -0.19049 -0.158 0.223 0.049 0.27
O 3.03093 0.20985 1.44668 0.534 -0.482 0.552 -0.77
H 2.61383 1.06335 1.56414 -0.147 0.781 -0.423 0.32
H 3.53130 0.29689 0.63533 0.039 0.253 -0.653 0.19
O -2.52018 4.73151 -2.10760 -0.523 1.236 0.139 -0.69
H -2.49411 3.85370 -2.48839 0.134 -0.628 -0.068 0.39
H -2.08343 4.63888 -1.26090 0.459 -0.273 -0.021 0.31